[1]
30
Properties=species:S:1:pos:R:3:mulliken_charge:R:1 method="wB97M-V/def2-TZVPD" gap_ev=10.61 relative_energy_kj_mol=318.6 fmax_ev_per_a=3.09 energy_ev=-12712.6835 lumo_ha=0.0386
O -0.87769 -0.35501 0.66576 0.069
C -1.34884 -1.48571 1.33343 -1.036
C -0.23945 2.52704 -0.01884 -0.977
C -1.88429 0.44342 0.19540 -0.679
C -1.31585 1.55537 -0.72469 -0.132
H -0.44040 -2.08995 1.49542 0.319
H -2.09827 -2.10872 0.81687 0.394
H -1.75418 -1.18959 2.31558 0.274
H -0.78086 3.21532 0.65180 0.362
H 0.29990 3.12327 -0.77397 0.353
H 0.49815 1.96320 0.57668 0.060
H -2.56921 0.61965 1.04704 0.429
H -2.44890 -0.10563 -0.58255 0.346
H -2.09632 2.20410 -1.16679 0.457
H -0.83791 0.99353 -1.55013 -0.043
O 1.50363 -1.06393 0.87412 -0.339
C 1.73344 -0.11652 1.92440 -0.741
C -0.10478 -1.31824 -1.77407 -0.724
C 1.71816 -0.20864 -0.26186 -0.012
C 1.40489 -1.02997 -1.54747 -0.809
H 1.44912 -0.59830 2.87501 0.268
H 1.21533 0.85463 1.85342 0.222
H 2.82136 0.06498 1.93356 0.359
H -0.18467 -1.95608 -2.67039 0.417
H -0.64987 -0.37788 -1.96173 0.073
H -0.58312 -1.83928 -0.92772 0.073
H 2.79546 0.04588 -0.27184 0.549
H 1.14801 0.73872 -0.31562 -0.214
H 1.86069 -2.03822 -1.58117 0.365
H 1.76650 -0.46749 -2.42968 0.315

=====

[2]
32
Properties=species:S:1:pos:R:3:mulliken_charge:R:1 method="wB97M-V/def2-TZVPD" gap_ev=9.68 relative_energy_kj_mol=135.4 fmax_ev_per_a=2.27 energy_ev=-16808.1178 lumo_ha=0.0159
C -0.92965 -0.36351 1.85355 -1.225
C 0.18267 0.64536 1.79533 0.859
C 0.08554 1.93698 1.48975 -0.933
C 1.58275 0.07668 1.94461 -1.349
C 2.20203 -0.19894 0.61572 -0.242
C 1.95844 -1.33750 -0.02704 -0.207
C 2.70269 -1.73830 -1.24752 -0.332
C 2.15164 -2.62437 -2.09037 -0.780
H -1.22145 -0.76254 0.87967 0.162
H -0.62140 -1.16283 2.51625 0.399
H -1.80740 0.15046 2.24068 0.419
H 0.93326 2.60481 1.45502 0.261
H -0.81685 2.44819 1.22321 0.441
H 2.22313 0.72345 2.56443 0.460
H 1.53434 -0.73605 2.70723 0.461
H 2.90294 0.56024 0.29657 0.375
H 1.41869 -2.12486 0.47341 0.479
H 3.72788 -1.38221 -1.47750 0.300
H 1.15820 -2.90014 -1.72684 0.217
H 2.50938 -3.03414 -3.01012 0.320
H -1.15084 2.18629 -1.08439 0.325
H -2.09539 1.13078 -0.75788 0.400
O -2.05448 2.09769 -0.75441 -0.685
H -2.42959 -1.68154 -3.15925 0.304
H -1.56473 -0.70834 -2.42527 0.359
O -2.34275 -1.27272 -2.29075 -0.603
H 0.61139 0.28535 -2.35308 0.270
H 0.20971 0.39693 -0.91123 0.350
O -0.16057 0.53041 -1.79972 -0.758
H -3.35247 1.56232 0.47810 0.307
H -3.58591 2.75628 1.45168 0.296
O -3.96122 1.93576 1.13017 -0.650

=====

[3]
43
Properties=species:S:1:pos:R:3:lowdin_spin:R:1 method="wB97M-V/def2-TZVPD" charge=+1 gap_ev="9.63 / 6.40" relative_energy_kj_mol=0.0 fmax_ev_per_a=0.73 spin_multiplicity=6 energy_ev=-89499.8750 lumo_ha="-0.0869 / -0.2066" s2=8.76
Ru -0.26951 -0.03616 0.82127 3.934
C 1.44045 -0.65921 -2.61354 0.002
C 2.43923 -1.25635 -1.61770 0.022
S 2.02977 -1.21919 0.16362 0.145
C 1.62496 -2.94592 0.50519 0.011
C 0.41378 -3.45643 -0.24431 0.010
S -1.09163 -2.54428 0.20762 0.111
C -1.89756 -2.40190 -1.41707 0.014
C -1.35901 -1.32222 -2.35442 0.007
S 0.15857 -1.78192 -3.24854 0.002
H 1.99386 -0.36110 -3.50299 0.000
H 0.95994 0.22704 -2.21170 -0.001
H 3.36879 -0.68772 -1.67030 0.002
H 2.67282 -2.29257 -1.86399 0.002
H 1.48568 -2.97482 1.58156 0.000
H 2.50349 -3.53849 0.25077 0.003
H 0.24045 -4.50313 0.00761 0.003
H 0.54010 -3.36576 -1.31866 0.000
H -2.94498 -2.20582 -1.18427 0.000
H -1.83907 -3.38711 -1.87949 0.003
H -1.18085 -0.38560 -1.83453 0.003
H -2.11140 -1.11437 -3.11545 0.000
O -1.09998 -1.33925 4.71037 0.010
P -0.66229 -0.62915 3.38818 0.015
O -1.81046 -0.56948 2.39535 0.166
O 0.53823 -1.22503 2.68485 0.149
O -0.30015 0.87536 3.84410 -0.005
P 0.06872 2.05161 2.76559 0.010
O -1.29407 2.03159 1.83741 0.049
O 0.29083 3.33285 3.40994 0.017
O 1.04721 1.43430 1.75831 0.163
H -0.46533 -1.28759 5.43828 0.001
H -2.08771 2.13769 2.38225 0.001
C -1.39783 3.64036 -1.64316 0.006
S 0.15405 2.83666 -1.32538 0.025
C 0.70471 3.86464 0.01671 0.005
O -0.25298 1.46348 -0.78062 0.114
H -1.96683 3.67482 -0.71294 0.000
H -1.91776 3.05822 -2.40117 0.000
H -1.19004 4.64452 -2.01644 0.001
H 0.87770 4.84978 -0.42033 0.001
H 1.63381 3.45410 0.40490 0.000
H -0.04769 3.91356 0.80310 0.000

=====

[4]
31
Properties=species:S:1:pos:R:3:mulliken_charge:R:1 method="wB97M-V/def2-TZVPD" gap_ev=9.67 relative_energy_kj_mol=0.0 fmax_ev_per_a=1.88 energy_ev=-26423.5401 lumo_ha=0.0292
O 0.90205 -0.38561 1.95228 -0.500
C 0.36080 -1.64988 1.59683 -0.871
C 0.29961 -0.56284 -2.30366 -0.955
C 2.34652 1.35539 -0.93600 -1.055
C 2.73204 -1.58190 -0.81013 -1.175
C -2.62634 -0.44571 -0.35150 -1.041
C -1.20344 2.30170 0.20316 -1.054
C -1.96272 0.44245 2.49014 -1.113
C 0.22049 -0.40534 0.70597 1.073
Si 1.39466 -0.25918 -0.82172 0.174
Si -1.42097 0.51536 0.72691 0.153
H -0.48313 -2.00851 2.18066 0.258
H 1.02636 -2.43336 1.19769 0.237
H 0.94266 -0.58834 -3.19404 0.372
H -0.42620 0.28229 -2.41864 0.243
H -0.25276 -1.51201 -2.18918 0.287
H 3.14851 1.29313 -1.64846 0.383
H 2.79498 1.65726 0.01019 0.349
H 1.63124 2.13226 -1.20653 0.303
H 3.52469 -1.26963 -1.49406 0.336
H 2.32379 -2.55786 -1.12677 0.283
H 3.16555 -1.62118 0.18794 0.350
H -2.68319 -0.05705 -1.36551 0.309
H -2.34149 -1.49261 -0.33815 0.284
H -3.60502 -0.34581 0.11256 0.440
H -1.96176 2.94047 0.67008 0.363
H -1.32541 2.37776 -0.87743 0.317
H -0.20533 2.65285 0.46146 0.324
H -1.63172 1.26970 3.12968 0.301
H -1.63337 -0.50556 2.93346 0.270
H -3.05108 0.46181 2.52278 0.355

=====

[5]
36
Properties=species:S:1:pos:R:3:mulliken_charge:R:1 method="wB97M-V/def2-TZVPD" gap_ev=5.80 fmax_ev_per_a=1.17 energy_ev=-35190.5709 lumo_ha=-0.0398
C -1.65869 -0.41703 -2.45117 -1.484
C -0.73502 0.73523 -2.03955 0.367
O -1.12638 1.12757 -0.66618 -0.585
C 0.71608 0.29283 -1.89313 -0.383
O 1.53075 0.34310 -3.00656 -0.446
Al 0.92032 0.70053 -4.65753 0.244
N 2.08131 -0.11042 -6.00460 -0.327
C 1.50104 -0.17786 -7.03609 0.328
S 0.68405 -0.34457 -8.40417 -0.428
H -1.06715 -1.22843 -2.86038 0.328
H -2.13497 -0.80556 -1.55067 0.470
H -2.42548 -0.11147 -3.15329 0.309
H -0.89211 1.62213 -2.64593 0.337
H -1.90550 1.68076 -0.77541 0.258
H 1.16166 0.91804 -1.10543 0.212
H 0.69015 -0.72791 -1.47391 0.186
H 1.00480 2.29451 -4.88804 -0.237
H -0.56231 0.20120 -4.96154 -0.225
C -1.04248 -0.16412 4.46331 -1.485
C -0.90301 -0.52516 2.99185 0.276
C 0.34788 -1.33841 2.65758 -0.680
O 1.49309 -0.51488 2.68709 -0.380
C 2.25261 -0.53044 3.89718 -0.692
N -0.78935 0.73540 2.18825 -0.163
H -0.30287 0.57527 4.77321 0.370
H -2.02961 0.25333 4.66859 0.424
H -0.92206 -1.04893 5.08443 0.373
H -1.79844 -1.04466 2.65260 0.378
H 0.26258 -1.71056 1.63297 0.386
H 0.44284 -2.20565 3.31237 0.455
H 2.13974 -1.47579 4.42927 0.325
H 1.95905 0.29454 4.55007 0.265
H 3.29793 -0.39801 3.62952 0.248
H -1.44436 1.45851 2.47665 0.380
H -0.91627 0.55971 1.18270 0.179
H 0.17018 1.08720 2.29593 0.415

=====

[6]
39
Properties=species:S:1:pos:R:3:lowdin_spin:R:1 method="wB97M-V/def2-TZVPD" charge=+2 gap_ev="6.12 / 7.38" fmax_ev_per_a=11.28 spin_multiplicity=2 energy_ev=-72012.9467 lumo_ha="-0.3644 / -0.3634" s2=0.76
C 1.23024 -0.77691 -2.69116 0.442
I -1.63950 -1.07004 -2.73286 0.287
H 1.33794 -1.43649 -3.56317 0.003
H 1.92917 -1.16833 -1.90717 0.046
H 1.42597 0.25500 -2.97661 0.021
Ti -0.11128 -0.35555 -0.63214 0.178
P 0.69393 -2.44514 0.32966 -0.005
C 2.33375 -2.47816 0.98845 0.000
C -0.35365 -3.09838 1.65202 -0.001
H 0.19887 -3.97485 2.00072 0.000
H 1.13800 -4.59213 -0.35201 0.000
H -1.34756 -3.35246 1.26912 0.000
H -0.37520 -4.01802 -1.15765 0.000
H 2.47879 -1.74075 1.78959 0.000
H -0.44428 -2.38934 2.47689 0.000
C 0.65495 -3.77747 -0.89241 -0.001
H 2.47571 -3.49603 1.38904 0.000
H 1.24113 -3.51381 -1.77492 0.000
H 3.06950 -2.30073 0.18639 0.000
P -0.58045 2.20998 -1.03640 -0.005
C 0.74020 3.39063 -0.75921 -0.001
C -1.07275 2.59156 -2.74328 -0.002
H -2.87316 2.37114 -0.23801 0.000
H -2.12477 3.97727 -0.36267 0.000
H -1.67237 2.90357 0.96934 0.000
C -1.95515 2.93463 -0.08082 0.000
H -2.01871 2.11475 -2.99716 0.000
H -1.20695 3.66844 -2.77958 0.000
H 0.46116 4.43583 -1.01785 0.000
H 1.61795 3.13177 -1.37627 0.000
H -0.28890 2.30757 -3.44555 0.000
H 1.02284 3.37314 0.30713 0.000
C 1.55105 0.46387 -0.04462 0.017
O 2.61980 0.78066 0.39499 0.013
F -1.32122 -0.24609 0.80873 0.009
B -1.03786 0.69196 2.77938 0.000
F -0.15672 1.59964 2.36575 0.000
F -2.35512 1.01513 2.82271 0.000
F -0.63260 -0.50605 3.28071 0.000